DFT (the ωB97M-V functional and the def2-TZVPD basis) results for 2 unconnected molecules or ions with the total composition C7H19Cl2N2O2 in a non-equilibrium geometry.

XYZ file:
```
32
Properties=species:S:1:pos:R:3:mulliken_charge:R:1
Cl -3.3318 0.1649 4.7517 -0.142
H -2.8703 -0.0104 2.4541 0.191
C 2.6483 0.5717 0.6015 -0.565
H 0.2268 1.8738 -0.3187 0.369
H -2.9524 -1.3059 -2.3285 0.434
C -2.8246 0.7918 3.1834 -0.213
H 1.5967 -0.4838 1.9336 0.222
O 0.8288 -0.0108 -0.8873 -0.015
H -0.4052 -2.3809 -1.8259 0.208
C -2.0364 -0.9572 -1.8425 -0.222
H 3.1777 1.5166 0.7482 0.333
C -1.4112 0.5065 -0.1058 -0.635
H -3.4919 1.5965 2.8943 0.324
C -0.1903 1.0308 -0.8919 -0.521
H 2.7838 -0.2733 -2.7020 0.319
H 2.8571 -1.3866 -1.2787 0.385
H -1.4331 -0.5268 -2.6571 0.189
N 1.5896 0.4633 1.5920 -0.343
H -1.8279 1.3475 0.4577 0.414
H -1.0905 -2.1471 -0.1919 0.237
H -1.9252 -3.1198 -1.3866 0.346
C -1.3283 -2.2119 -1.2561 -0.848
C 3.0142 -0.3679 -1.6421 -0.938
H -1.0410 -0.2060 0.6415 0.327
H 1.7846 1.1105 2.3387 0.238
H 4.0472 -0.0953 -1.4140 0.421
Cl -1.1681 1.4192 3.2396 -0.152
H 2.1854 1.4329 -1.2382 0.450
N 2.1025 0.5037 -0.8157 -0.175
H -0.4151 1.3978 -1.8990 0.456
H 3.3563 -0.2505 0.7400 0.397
O -2.4559 0.0068 -0.8943 -0.491
```

## Properties
* DFT total energy: -1458.1322 a.u.
* max |F|: 2.10 eV/A
* frontier orbital gap: 9.899 eV
* net charge: +1
* molecular weight: 234.1 g/mol

=====

DFT (the ωB97M-V functional and the def2-TZVPD basis) results for C4H10N2O in the gas phase.

XYZ file:
```
17
Properties=species:S:1:pos:R:3:mulliken_charge:R:1
C 1.7179 1.0591 -1.1264 -1.012
H 1.1641 1.9803 -1.3065 0.315
H -0.6294 -0.9710 1.3014 0.245
C 1.3515 -1.1860 -0.1341 -1.053
H -3.0092 0.3647 0.1693 0.308
N -1.1412 -0.3868 0.6586 -0.251
H 1.8067 -1.2667 0.8652 0.280
C -2.5052 -0.0742 1.0315 -0.866
H 0.5450 -1.9207 -0.2169 0.416
H -3.0178 -1.0029 1.3014 0.302
N 0.8519 0.1406 -0.4174 0.125
H -2.5789 0.6339 1.8662 0.280
H 2.1161 -1.4497 -0.8708 0.324
C -0.4190 0.5441 -0.0705 0.611
H 2.0259 0.6337 -2.0910 0.328
H 2.6215 1.2850 -0.5447 0.326
O -0.8998 1.6166 -0.4153 -0.678
```

## Properties
* DFT total energy: -343.1757 a.u.
* max |F|: 0.35 eV/A
* frontier orbital gap: 9.788 eV
* molecular weight: 102.1 g/mol